C5H7NO | wB97M-V/def2-TZVPD

```
14
Properties=species:S:1:pos:R:3:forces:R:3
C -0.34642 1.11352 -1.57978 0.033 -0.037 0.022
C -0.39827 0.31524 -0.32212 0.198 -0.054 -0.111
O -1.54397 0.41199 0.41643 -0.009 0.016 -0.004
C -1.36468 -0.32770 1.53574 0.005 -0.066 0.194
C -0.14584 -0.91338 1.53638 -0.056 0.033 0.014
C 0.48850 -0.49700 0.31512 -0.257 0.093 0.006
N 1.76096 -0.93591 -0.11096 0.092 0.135 -0.083
H 0.50571 0.80682 -2.19400 -0.134 0.018 0.087
H -1.25956 0.98423 -2.17428 0.201 0.026 0.137
H -0.22329 2.18065 -1.35710 -0.086 -0.136 -0.074
H -2.19512 -0.33960 2.22621 0.143 -0.028 -0.081
H 0.27341 -1.56311 2.29413 -0.122 0.096 -0.148
H 2.49657 -0.56935 0.48276 -0.024 -0.092 -0.082
H 1.95198 -0.66640 -1.06854 0.018 -0.005 0.124
```
Positions in Å, forces in eV/Å.

Values from the calculation:
SMILES: Cc1occc1N
E_LUMO (eV): 1.000
Frontier orbital gap (eV): 9.0
Energy (eV): -8835.4568

C2H12N2O2 | wB97M-V/def2-TZVPD

```
18
Properties=species:S:1:pos:R:3:forces:R:3
C -2.08661 -0.50720 -0.63998 -0.043 1.139 -1.072
N -0.83277 0.13383 -1.09426 0.517 -1.359 1.682
C 0.38595 -0.56318 -0.52980 -0.519 1.512 -1.083
N 0.95343 0.07170 0.62640 0.199 -0.358 0.704
H -2.80022 0.12108 -1.17718 -0.780 -0.340 0.571
H -2.24874 -1.53995 -0.95927 0.322 -0.118 -0.046
H -2.23545 -0.45985 0.44308 0.162 0.265 -0.195
H -0.81954 0.17265 -2.10385 0.139 -0.254 -0.006
H 1.09982 -0.44648 -1.33025 0.558 -0.480 -0.143
H 0.19943 -1.61463 -0.31427 -0.082 -0.028 -0.063
H 1.27567 1.01959 0.48385 -0.187 -0.016 -0.228
H 0.34000 0.07416 1.43086 -0.108 0.026 -0.083
O 3.52799 -1.38982 1.14843 -0.192 0.036 -0.341
H 2.67154 -0.92872 1.17220 -0.045 0.056 -0.189
H 3.79329 -1.46545 2.05960 0.192 -0.067 0.447
O -0.83511 2.72869 0.39540 0.351 0.270 -0.013
H -1.72635 2.53092 0.67449 -0.347 0.003 0.143
H -0.66232 2.06265 -0.28546 -0.137 -0.286 -0.084
```
Positions in Å, forces in eV/Å.

Values from the calculation:
SMILES: CNCN.O.O
E_LUMO (eV): 0.771
Frontier orbital gap (eV): 10.6
Energy (eV): -9343.6095

C4H5O6V | wB97M-V/def2-TZVPD

```
16
Properties=species:S:1:pos:R:3:forces:R:3
H 0.59833 -0.01663 -0.49541 0.761 1.710 -0.470
O 1.32116 -2.07049 1.25228 -0.301 -2.567 0.048
C 0.26898 -1.39341 1.45844 2.750 4.352 -0.051
O 0.25285 -0.46478 2.27852 -1.484 -1.092 0.481
O -0.45015 -1.26944 0.30693 -1.100 -0.366 -1.271
C -1.56053 -0.37255 0.18986 -0.284 0.209 0.522
O -0.07764 1.23731 -0.91181 1.246 -1.189 1.216
C 1.68295 1.41886 -0.98929 -0.362 0.774 3.804
C -1.31382 0.53542 -1.00538 -0.254 0.011 -1.049
O 1.91986 0.22319 -0.62101 -0.409 -0.392 -0.912
O 2.09474 2.50209 -0.77934 -0.906 -1.719 -2.084
V 2.80397 -0.79988 1.16971 0.424 0.461 -0.079
H -1.69024 0.22253 1.10236 0.221 -0.271 -0.128
H -2.45364 -0.98176 0.00454 0.101 0.209 0.034
H -1.29785 -0.06999 -1.92579 -0.329 0.182 0.146
H -2.09898 1.29952 -1.03460 -0.073 -0.309 -0.206
```
Positions in Å, forces in eV/Å.

Values from the calculation:
Expectation value of S²: 6.003
Multiplicity: 5
E_LUMO (spin up / spin down) (eV): -0.659 / -0.671
Frontier orbital gap (spin up / spin down) (eV): 6.0 / 9.5
Energy (eV): -42196.1068

Computed relative energy (zero: lowest compared OMol25 entry of this formula, charge and spin) (eV) in order:
0.7460, 0.5933, 4.5031